{"formula": "C5H6NdO3", "method": "wB97M-V/def2-TZVPD", "e_above_lowest_kj_mol": 11.4, "s_squared": 6.0034, "e_lumo_ev": [-10.53, -10.52], "e_tot_ha": -980.47501, "multiplicity": 5, "charge": 2, "symbols": ["O", "C", "O", "O", "C", "C", "C", "C", "Nd", "H", "H", "H", "H", "H", "H"], "positions_angstrom": [[-1.617, 3.188, 1.033], [-1.198, 2.285, 1.620], [-0.990, 1.550, 2.536], [0.850, 0.421, 0.602], [1.402, 0.261, -0.667], [0.741, -0.875, -1.450], [1.392, -1.080, -2.800], [0.802, -0.911, -3.963], [0.520, -0.459, 2.914], [2.490, 0.068, -0.604], [1.276, 1.201, -1.234], [-0.332, -0.665, -1.565], [0.838, -1.806, -0.865], [2.450, -1.379, -2.775], [-0.160, -0.544, -4.322]], "forces_ev_per_angstrom": [[1.210, -1.720, -0.364], [-1.666, 1.932, 1.705], [0.533, -0.334, -1.195], [-0.373, -1.511, 1.124], [0.733, 1.315, 0.420], [-1.731, -0.322, 0.775], [1.289, -0.213, -4.157], [-1.047, 0.146, 5.891], [0.212, 1.002, -1.864], [-0.232, -0.020, -0.117], [0.093, -0.295, 0.042], [0.304, -0.070, 0.064], [0.041, 0.071, -0.532], [-0.033, 0.108, 0.061], [0.668, -0.089, -1.854]]}

***

{"formula": "C3H10N2S", "method": "wB97M-V/def2-TZVPD", "e_above_lowest_kj_mol": 656.2, "e_lumo_ev": -2.99, "e_tot_ha": -627.74469, "symbols": ["C", "N", "H", "H", "H", "H", "C", "C", "S", "N", "H", "H", "H", "H", "H", "H"], "positions_angstrom": [[-1.647, -0.572, 2.444], [-0.429, 0.144, 2.857], [-1.921, -1.544, 2.871], [-2.571, 0.039, 2.422], [-0.788, 0.059, 1.725], [0.183, -0.600, 3.213], [0.127, -0.798, -0.081], [0.666, -0.729, -1.562], [1.167, 0.947, -2.011], [-0.795, 0.307, 0.176], [1.008, -0.708, 0.583], [-0.386, -1.748, 0.080], [-0.037, -1.139, -2.345], [1.561, -1.331, -1.671], [-1.723, 0.198, -0.328], [-0.308, 1.057, -0.420]], "forces_ev_per_angstrom": [[0.636, 1.988, 5.629], [-4.135, -3.242, 0.211], [0.934, -0.391, -0.880], [0.943, 0.101, -1.224], [1.822, 1.935, -3.449], [0.121, 0.264, -0.382], [0.443, -0.740, -1.991], [-0.302, -0.413, -0.347], [-0.554, 0.245, 0.611], [-1.359, 0.346, -0.817], [-0.471, 0.051, -0.062], [0.136, -0.159, 0.158], [0.216, 0.357, 1.118], [0.136, -0.440, 0.312], [1.525, -0.221, 0.631], [-0.091, 0.319, 0.483]]}

***

{"formula": "C14H18Cl2N2O4S", "method": "wB97M-V/def2-TZVPD", "e_above_lowest_kj_mol": 66.0, "e_lumo_ev": 0.44, "smiles": "CN(CC(=O)NC[C@@H]1CCCO1)S(=O)(=O)c1cc(Cl)ccc1Cl", "e_tot_ha": -2273.32687, "symbols": ["C", "N", "S", "O", "O", "C", "C", "C", "C", "C", "C", "Cl", "H", "H", "Cl", "H", "C", "H", "H", "C", "O", "N", "H", "C", "H", "C", "C", "H", "C", "H", "C", "H", "H", "O", "H", "H", "H", "H", "H", "H", "H"], "positions_angstrom": [[-2.383, -2.539, -0.507], [-2.004, -1.899, 0.731], [-3.044, -0.799, 1.410], [-2.553, -0.559, 2.736], [-4.374, -1.290, 1.251], [-2.832, 0.755, 0.509], [-1.984, 1.682, 1.086], [-1.689, 2.854, 0.411], [-2.246, 3.109, -0.835], [-3.110, 2.190, -1.397], [-3.404, 1.006, -0.727], [-4.479, -0.115, -1.437], [-3.555, 2.375, -2.361], [-2.004, 4.021, -1.358], [-0.615, 3.996, 1.120], [-1.572, 1.465, 2.059], [-0.609, -1.625, 0.958], [-0.038, -2.534, 0.738], [-0.512, -1.387, 2.019], [-0.066, -0.474, 0.105], [-0.529, -0.185, -0.984], [0.941, 0.205, 0.679], [1.351, -0.117, 1.542], [1.660, 1.267, 0.016], [1.094, 1.550, -0.873], [3.071, 0.806, -0.375], [3.069, -0.388, -1.353], [3.740, -0.190, -2.189], [3.594, -1.550, -0.508], [2.772, -2.070, -0.015], [4.444, -0.813, 0.526], [5.434, -0.575, 0.110], [4.572, -1.353, 1.465], [3.738, 0.377, 0.808], [4.172, -2.268, -1.085], [2.072, -0.574, -1.746], [3.609, 1.664, -0.803], [1.737, 2.121, 0.693], [-2.068, -1.966, -1.382], [-1.936, -3.534, -0.542], [-3.465, -2.637, -0.493]], "forces_ev_per_angstrom": [[-0.284, -0.184, -0.502], [-0.456, 0.699, 0.447], [-0.111, -0.261, 0.178], [0.296, 0.229, -0.054], [0.080, 0.041, -0.216], [-0.141, -0.504, 0.321], [0.018, 0.226, 0.085], [-0.283, -0.321, -0.192], [0.109, -0.052, 0.188], [-0.052, -0.284, 0.146], [0.123, 0.323, 0.056], [-0.360, -0.092, -0.590], [-0.059, 0.005, -0.082], [0.016, 0.089, -0.026], [0.211, 0.260, 0.165], [0.099, 0.098, 0.073], [0.147, 0.102, 0.127], [-0.037, 0.083, 0.029], [0.282, -0.084, -0.083], [0.098, -0.149, 0.092], [-0.017, -0.132, -0.229], [0.368, 0.066, 0.252], [-0.174, -0.079, -0.001], [0.516, 0.062, -0.110], [0.053, 0.056, 0.094], [-0.441, 0.312, -0.303], [0.066, 0.028, 0.142], [-0.019, 0.002, -0.032], [0.114, 0.177, 0.142], [0.012, -0.046, 0.018], [0.178, -0.346, -0.105], [-0.043, -0.045, 0.057], [0.050, 0.009, -0.060], [-0.204, 0.151, 0.138], [0.000, -0.086, -0.013], [-0.039, 0.007, -0.082], [-0.061, -0.101, 0.058], [-0.060, -0.007, -0.093], [-0.047, -0.096, 0.066], [0.009, 0.000, 0.062], [0.042, -0.157, -0.163]]}

***

{"formula": "C19H25BCrN8O6P", "method": "wB97M-V/def2-TZVPD", "s_squared": 3.7736, "e_lumo_ev": [-5.73, -5.66], "e_tot_ha": -3038.90326, "multiplicity": 4, "charge": 2, "symbols": ["Cr", "C", "C", "N", "N", "C", "B", "N", "C", "C", "C", "N", "N", "C", "C", "C", "N", "H", "H", "H", "H", "H", "H", "H", "H", "H", "H", "N", "C", "P", "O", "O", "C", "N", "H", "H", "H", "H", "H", "H", "H", "H", "H", "H", "O", "C", "O", "C", "C", "C", "C", "O", "C", "O", "C", "C", "H", "H", "H", "H", "H"], "positions_angstrom": [[-0.482, 0.200, 0.828], [-0.116, -3.047, -1.766], [-0.622, -1.787, -1.414], [-0.149, -1.464, -0.238], [0.591, -2.496, 0.218], [0.560, -3.509, -0.676], [1.222, -2.308, 1.566], [2.063, -0.983, 1.567], [3.373, -0.795, 1.849], [3.658, 0.590, 1.833], [2.424, 1.190, 1.489], [1.513, 0.208, 1.280], [0.106, -1.975, 2.619], [-0.336, -2.816, 3.601], [-1.528, -2.302, 4.061], [-1.870, -1.271, 3.215], [-0.847, -1.044, 2.347], [-0.432, -3.505, -2.675], [-1.233, -1.107, -2.024], [1.063, -4.433, -0.478], [1.802, -3.294, 1.970], [4.012, -1.633, 2.088], [4.578, 1.072, 2.118], [2.152, 2.222, 1.409], [0.192, -3.575, 4.041], [-2.131, -2.783, 4.814], [-2.857, -0.913, 3.072], [-2.443, 3.411, -0.699], [-3.224, 3.142, 0.570], [-2.550, 1.791, 1.480], [-1.079, 2.042, 1.844], [-2.585, 0.443, 0.757], [-3.529, 1.774, 3.089], [-2.494, 1.571, 4.198], [-1.497, 3.745, -0.418], [-2.800, 4.187, -1.203], [-1.931, 2.262, -1.991], [-4.250, 2.861, 0.334], [-3.220, 3.977, 1.284], [-4.185, 0.852, 3.066], [-4.017, 2.710, 3.326], [-2.824, 1.900, 5.148], [-1.600, 1.991, 3.926], [-2.261, 0.610, 4.341], [-1.270, 1.957, -2.682], [-0.341, 1.337, -2.060], [-0.357, 1.266, -0.824], [0.770, 0.796, -2.869], [1.822, 0.223, -2.107], [2.803, -0.484, -2.796], [2.690, -0.563, -4.145], [3.609, -1.080, -4.962], [3.228, -0.685, -6.329], [1.952, -0.111, -6.180], [1.676, 0.035, -4.892], [0.635, 0.703, -4.270], [1.832, 0.192, -1.045], [3.591, -0.935, -2.251], [3.258, -1.544, -6.951], [4.071, 0.001, -6.623], [-0.188, 1.178, -4.776]], "forces_ev_per_angstrom": [[-0.163, 0.542, -0.258], [-1.671, 0.374, -0.684], [0.150, -0.228, -1.395], [-0.139, 0.571, 0.757], [-0.429, -0.076, 0.055], [0.573, 0.768, 0.268], [0.606, 0.237, 1.197], [1.813, -0.086, -0.502], [-0.297, 0.970, 0.224], [-1.430, -0.769, -0.102], [0.706, -1.751, 0.133], [-0.921, 0.763, 0.526], [-1.045, -1.324, 0.353], [-0.668, 3.529, -0.911], [-0.640, -1.036, 0.139], [1.195, -0.428, -0.538], [-0.056, -0.825, 1.048], [0.301, -0.621, -0.258], [0.315, -0.519, 0.550], [0.146, -0.167, 0.023], [0.047, 0.559, -0.320], [-0.080, 0.064, -0.020], [0.000, -0.018, -0.179], [-0.080, 0.242, -0.190], [1.533, -1.762, 0.403], [-0.115, 0.209, 0.025], [-0.478, 0.737, -0.235], [0.913, -0.656, 1.988], [0.256, 0.770, -1.221], [1.033, -0.904, -0.416], [-0.175, -0.440, 0.358], [-0.029, 0.402, 0.437], [0.745, -1.535, 0.103], [-0.967, 1.054, 1.123], [-0.723, -0.544, -0.161], [-0.970, 0.832, -0.397], [0.069, 0.308, -0.168], [-0.167, 0.237, -0.140], [-0.172, 0.159, -0.259], [0.365, 1.404, 0.189], [-0.432, -0.060, -0.225], [0.436, -0.025, -1.333], [0.151, 0.477, -0.063], [0.118, -1.286, -0.127], [-1.280, 0.259, -0.229], [2.123, -0.317, -1.273], [-0.184, 0.017, 1.408], [-0.631, -0.348, 1.797], [-0.538, -0.382, -2.225], [-0.706, 0.438, 1.127], [0.575, 0.332, -0.746], [-0.051, -0.476, -0.690], [1.898, 0.772, 1.771], [-0.280, 0.097, -2.040], [-0.547, 0.584, 1.445], [1.136, -0.297, 0.038], [-0.089, 0.435, 0.483], [0.767, -0.410, 0.171], [-0.505, -0.789, -0.570], [-1.309, -0.051, -0.068], [-0.004, -0.014, -0.197]]}

***

{"formula": "C27H34N3RuS5Se", "method": "wB97M-V/def2-TZVPD", "e_above_lowest_kj_mol": 43.4, "s_squared": 8.7716, "e_lumo_ev": [0.38, -1.33], "e_tot_ha": -5700.70449, "multiplicity": 6, "symbols": ["Ru", "C", "N", "C", "C", "N", "C", "C", "C", "C", "C", "C", "C", "S", "C", "C", "C", "C", "C", "C", "S", "H", "H", "H", "H", "H", "H", "H", "H", "H", "H", "H", "H", "H", "H", "H", "H", "H", "H", "C", "C", "S", "C", "C", "S", "C", "C", "S", "H", "H", "H", "H", "H", "H", "H", "H", "H", "H", "H", "H", "Se", "C", "C", "C", "N", "C", "C", "H", "H", "H", "H"], "positions_angstrom": [[-0.386, -0.269, 0.078], [-0.028, 2.818, -1.096], [0.340, 1.507, -1.652], [1.777, 1.404, -1.886], [2.573, 1.342, -0.593], [2.133, 0.298, 0.356], [2.299, 0.794, 1.730], [2.857, -0.931, 0.104], [4.064, -1.191, 0.740], [4.782, -2.348, 0.487], [4.301, -3.263, -0.437], [3.102, -3.016, -1.081], [2.351, -1.867, -0.811], [0.792, -1.714, -1.607], [-0.443, 1.230, -2.831], [0.043, 1.465, -4.110], [-0.732, 1.197, -5.228], [-2.020, 0.713, -5.074], [-2.523, 0.489, -3.803], [-1.742, 0.731, -2.674], [-2.420, 0.423, -1.090], [0.271, 3.629, -1.773], [0.454, 2.969, -0.131], [-1.103, 2.856, -0.942], [2.149, 2.274, -2.443], [1.959, 0.511, -2.479], [2.507, 2.305, -0.085], [3.621, 1.183, -0.860], [3.317, 1.149, 1.926], [2.051, 0.003, 2.436], [1.614, 1.622, 1.896], [4.461, -0.486, 1.459], [5.716, -2.526, 1.005], [4.852, -4.170, -0.651], [2.704, -3.723, -1.798], [1.042, 1.859, -4.247], [-0.323, 1.366, -6.216], [-2.633, 0.503, -5.942], [-3.526, 0.108, -3.665], [-2.555, -4.178, 2.956], [-3.217, -3.361, 1.857], [-2.172, -2.691, 0.517], [-1.038, -4.068, 0.179], [0.229, -4.150, 1.049], [0.640, -2.590, 1.899], [1.042, -3.131, 3.585], [-0.045, -3.914, 4.315], [-1.707, -3.180, 4.228], [-1.845, -4.895, 2.551], [-3.335, -4.732, 3.478], [-3.716, -2.483, 2.269], [-3.965, -3.983, 1.363], [-0.761, -3.898, -0.857], [-1.614, -4.994, 0.228], [1.082, -4.397, 0.421], [0.142, -4.911, 1.823], [1.236, -2.189, 4.101], [1.968, -3.707, 3.553], [0.201, -3.939, 5.378], [-0.109, -4.945, 3.970], [-1.185, 0.920, 2.076], [-0.931, 1.291, 3.947], [-1.455, 0.467, 4.934], [-1.315, 0.854, 6.258], [-0.708, 1.973, 6.644], [-0.210, 2.755, 5.690], [-0.292, 2.463, 4.337], [-1.962, -0.448, 4.676], [-1.713, 0.236, 7.057], [0.274, 3.665, 6.029], [0.122, 3.134, 3.595]], "forces_ev_per_angstrom": [[0.086, 0.026, -0.725], [0.014, 0.178, 0.044], [-0.174, -0.028, 0.182], [0.198, -0.037, 0.140], [-0.197, 0.207, -0.134], [-0.131, -0.047, 0.092], [0.136, -0.005, 0.110], [0.054, -0.270, -0.161], [0.070, 0.089, 0.048], [0.012, -0.018, 0.004], [0.013, -0.050, -0.033], [-0.003, 0.102, 0.094], [0.111, -0.090, -0.068], [-0.384, 0.194, 0.554], [-0.167, -0.046, -0.215], [0.109, 0.039, 0.039], [0.004, -0.003, -0.052], [-0.009, 0.001, -0.006], [0.089, 0.038, -0.011], [0.024, 0.094, -0.094], [0.287, -0.257, 0.322], [0.003, -0.045, -0.033], [-0.045, -0.039, 0.000], [0.003, -0.020, 0.011], [-0.003, -0.017, -0.033], [-0.019, -0.034, -0.035], [0.004, -0.026, 0.044], [0.053, 0.068, 0.085], [-0.009, -0.028, -0.013], [0.011, -0.013, 0.000], [-0.030, -0.022, -0.052], [-0.019, 0.001, -0.023], [-0.007, -0.001, 0.002], [0.001, 0.021, -0.005], [0.021, -0.026, 0.012], [-0.011, -0.032, -0.007], [-0.013, 0.021, 0.008], [-0.001, -0.001, 0.011], [0.004, -0.021, -0.004], [0.096, 0.240, 0.224], [0.234, 0.116, -0.177], [-0.105, -0.342, -0.139], [-0.271, 0.247, 0.105], [0.183, 0.325, 0.160], [0.182, -0.253, 0.109], [-0.124, 0.052, -0.371], [-0.256, 0.234, -0.014], [0.054, -0.089, -0.026], [-0.074, -0.056, 0.006], [0.006, -0.088, -0.070], [-0.081, -0.058, 0.025], [-0.073, 0.013, 0.057], [0.067, -0.073, -0.034], [0.062, -0.041, -0.014], [-0.003, -0.138, -0.060], [-0.001, -0.044, -0.074], [0.036, -0.028, 0.045], [0.023, 0.016, 0.134], [0.052, -0.121, -0.009], [0.022, -0.016, 0.035], [-0.484, 0.441, 0.238], [0.344, -0.195, -0.236], [0.006, 0.032, 0.002], [0.018, 0.045, -0.008], [0.025, 0.018, 0.133], [-0.009, -0.013, -0.020], [0.023, -0.058, -0.046], [-0.030, -0.082, -0.009], [-0.020, -0.035, -0.053], [0.017, 0.003, -0.055], [-0.005, 0.048, 0.043]]}

***

{"formula": "C19H22ClN3O2", "method": "wB97M-V/def2-TZVPD", "e_above_lowest_kj_mol": 34.0, "e_lumo_ev": 0.59, "smiles": "NC(=O)N[C@@H](CC(=O)NCCCc1ccccc1)c1ccc(Cl)cc1", "e_tot_ha": -1512.23608, "symbols": ["N", "C", "O", "N", "H", "C", "C", "C", "C", "C", "C", "C", "H", "H", "Cl", "H", "H", "H", "C", "H", "C", "O", "N", "H", "C", "C", "H", "H", "C", "C", "C", "C", "C", "C", "C", "H", "H", "H", "H", "H", "H", "H", "H", "H", "H", "H", "H"], "positions_angstrom": [[-1.526, 2.745, 2.654], [-0.528, 1.971, 2.132], [-0.410, 0.790, 2.391], [0.391, 2.665, 1.388], [0.116, 3.578, 1.061], [1.288, 1.928, 0.524], [2.653, 2.567, 0.473], [3.788, 1.821, 0.762], [5.049, 2.389, 0.702], [5.176, 3.722, 0.351], [4.056, 4.486, 0.061], [2.804, 3.904, 0.121], [1.938, 4.505, -0.109], [4.167, 5.525, -0.209], [6.745, 4.442, 0.274], [5.926, 1.803, 0.929], [3.688, 0.784, 1.044], [1.363, 0.931, 0.972], [0.691, 1.803, -0.900], [1.290, 1.113, -1.494], [-0.752, 1.336, -0.768], [-1.662, 2.123, -0.580], [-0.921, 0.006, -0.853], [-0.111, -0.589, -0.913], [-2.178, -0.647, -0.563], [-2.121, -1.441, 0.743], [-3.136, -1.743, 1.004], [-1.734, -0.794, 1.533], [-1.231, -2.688, 0.648], [-1.700, -3.630, -0.423], [-2.842, -4.398, -0.228], [-3.303, -5.245, -1.218], [-2.628, -5.338, -2.424], [-1.488, -4.581, -2.629], [-1.030, -3.734, -1.636], [-0.134, -3.151, -1.805], [-0.954, -4.650, -3.566], [-2.987, -6.000, -3.198], [-4.191, -5.837, -1.050], [-3.369, -4.333, 0.713], [-0.198, -2.389, 0.459], [-1.253, -3.193, 1.616], [-2.924, 0.147, -0.486], [-2.441, -1.305, -1.397], [0.694, 2.782, -1.380], [-1.804, 3.581, 2.168], [-2.266, 2.239, 3.110]], "forces_ev_per_angstrom": [[-0.256, 0.138, 0.188], [0.020, 0.400, 0.250], [0.026, -0.443, 0.063], [0.210, 0.186, -0.003], [-0.058, -0.062, 0.029], [0.035, -0.123, -0.184], [0.060, -0.127, 0.058], [-0.134, 0.103, -0.057], [0.114, 0.122, -0.033], [-0.203, -0.157, 0.027], [0.057, 0.033, -0.002], [0.066, -0.155, 0.039], [-0.113, 0.106, -0.049], [0.039, 0.089, -0.020], [0.190, 0.090, -0.009], [0.096, -0.026, 0.019], [-0.025, -0.123, 0.044], [0.044, 0.202, -0.104], [-0.213, -0.023, 0.379], [0.056, 0.011, -0.045], [0.544, 0.094, -0.434], [-0.272, 0.274, 0.055], [0.048, -0.544, -0.076], [0.061, 0.200, -0.057], [-0.350, -0.041, 0.210], [0.137, 0.093, -0.129], [-0.061, -0.040, 0.030], [-0.134, -0.010, -0.010], [-0.273, 0.114, 0.063], [0.169, -0.060, 0.047], [0.026, 0.016, -0.010], [-0.088, -0.040, 0.009], [-0.011, -0.058, -0.100], [0.008, -0.031, -0.131], [-0.023, -0.009, 0.062], [0.100, 0.064, 0.007], [0.036, -0.009, -0.070], [-0.025, -0.052, -0.057], [-0.066, -0.049, 0.017], [-0.061, 0.008, 0.115], [0.089, -0.045, 0.049], [0.129, 0.007, -0.002], [0.061, -0.135, -0.077], [-0.063, 0.126, 0.062], [-0.040, -0.054, -0.039], [-0.023, -0.045, -0.045], [0.071, -0.017, -0.080]]}